No. 1
13 unconnected molecules or ions with the total composition C50H101Br2N2O17P at a distorted geometry. Source: OMol25; level of theory: ωB97M-V/def2-TZVPD.

Geometry as XYZ:
```
173
Properties=species:S:1:pos:R:3
C 1.3469 1.2235 2.4126
C 0.2222 1.7230 1.4422
C 0.2376 0.9243 0.1381
C -0.7058 -0.0631 -0.1817
N -1.7314 -0.3030 0.8479
C -1.4219 -1.3410 1.4453
O -1.4353 -2.3917 1.9878
C -0.7028 -0.7875 -1.3934
P -2.0452 -2.0570 -1.7550
C -2.9618 -1.5799 -3.3226
O -3.2372 -2.0119 -0.5928
C 0.3396 -0.5574 -2.3486
C 0.4904 -1.3047 -3.6729
O 1.6573 -2.1386 -3.6729
C 1.5034 -3.2818 -2.9047
C 0.3304 -4.0473 -2.9262
C 0.1349 -5.1882 -2.1797
C -1.1935 -5.9303 -2.2297
C 1.1496 -5.6526 -1.3478
C 2.3286 -4.9280 -1.3368
C 2.5334 -3.7707 -2.0905
C 3.9035 -3.1070 -1.9107
C 3.7932 -2.1355 -0.7109
C 4.5016 -2.4936 -3.1856
C 1.2531 0.4259 -2.0152
C 1.2235 1.1421 -0.8060
C 2.3988 2.0961 -0.8027
O 2.7035 2.6907 0.1984
N 2.9381 2.1619 -2.1077
C 4.3873 2.3037 -2.2731
Br 5.4316 0.6995 -1.8690
C 5.0001 3.5364 -1.4919
C 6.1617 4.1261 -2.3320
Br 5.8791 2.8385 0.1511
C 2.4412 0.9855 -2.7844
O 2.8326 0.5198 -3.8167
H 1.9675 2.0839 2.6894
H 1.9789 0.4828 1.9036
H 0.8747 0.7751 3.2986
H 0.3406 2.7836 1.1693
H -0.7825 1.6136 1.8725
H -2.6000 -0.6026 -3.6482
H -2.8015 -2.3660 -4.0780
H -4.0523 -1.5649 -3.1527
H -3.8463 -1.2813 -0.7827
H -0.4071 -1.8405 -4.0014
H 0.6663 -0.5307 -4.4318
H -0.5030 -3.7156 -3.5495
H -1.4437 -6.2166 -3.2639
H -2.0332 -5.3144 -1.8657
H -1.0864 -6.8603 -1.6541
H 1.0225 -6.5474 -0.7371
H 3.1374 -5.2751 -0.6853
H 4.5959 -3.9088 -1.5964
H 3.4257 -2.6879 0.1689
H 4.7971 -1.7657 -0.4390
H 3.1507 -1.2636 -0.9084
H 3.9647 -1.6212 -3.5756
H 4.6223 -3.2343 -3.9930
H 5.5201 -2.1472 -2.9369
H 4.5605 2.5022 -3.3396
H 4.2670 4.2792 -1.1672
H 6.8942 3.3113 -2.4443
H 5.7862 4.4204 -3.3227
H 6.6533 4.9321 -1.7769
C -3.6357 4.0715 -0.8973
C -4.0163 2.6515 -1.2709
O -2.8625 1.9026 -1.6494
H -3.1418 4.5665 -1.7360
H -4.5156 4.6516 -0.6148
H -2.9315 4.0747 -0.0608
H -4.7017 2.6501 -2.1181
H -4.5047 2.1476 -0.4302
H -2.2591 1.8940 -0.8970
C -1.5018 2.4067 -6.2895
C -2.1035 1.1957 -5.6107
O -1.5022 1.0158 -4.3305
H -0.4223 2.2850 -6.4008
H -1.9408 2.5669 -7.2767
H -1.6666 3.2983 -5.6802
H -1.9249 0.2934 -6.1963
H -3.1856 1.3154 -5.4836
H -1.6712 1.8168 -3.8182
C -1.2687 -3.7718 5.8296
C -1.8171 -5.0577 5.2407
O -2.9247 -4.7899 4.3879
H -2.0424 -3.2520 6.3974
H -0.4229 -3.9739 6.4896
H -0.9412 -3.0934 5.0380
H -2.1608 -5.7231 6.0325
H -1.0451 -5.5785 4.6615
H -2.6138 -4.2108 3.6837
C 1.3112 -3.1459 -7.9365
C 1.0191 -1.6592 -8.0190
O 0.7828 -1.1201 -6.7217
H 0.4768 -3.6732 -7.4714
H 1.4848 -3.5667 -8.9287
H 2.1928 -3.3321 -7.3184
H 0.1269 -1.4774 -8.6183
H 1.8579 -1.1248 -8.4775
H 1.5767 -1.2726 -6.1944
C 3.0041 6.8838 1.7702
C 3.4322 5.8321 2.7768
O 2.6457 4.6539 2.6405
H 1.9513 7.1370 1.9048
H 3.6008 7.7921 1.8768
H 3.1155 6.5078 0.7485
H 3.3008 6.2006 3.7938
H 4.4866 5.5694 2.6376
H 2.7711 4.3247 1.7443
C 8.9639 -3.2196 -1.5769
C 8.3481 -4.4310 -2.2527
O 7.2916 -4.0401 -3.1247
H 8.2079 -2.6750 -1.0086
H 9.7682 -3.5145 -0.9005
H 9.3684 -2.5271 -2.3196
H 7.9271 -5.1091 -1.5110
H 9.1018 -4.9762 -2.8308
H 7.6634 -3.4489 -3.7870
C -2.3394 -8.8116 3.4673
C -0.8325 -8.8673 3.3003
O -0.4017 -7.9590 2.2888
H -2.8370 -9.0555 2.5276
H -2.6744 -9.5116 4.2352
H -2.6593 -7.8042 3.7474
H -0.5162 -9.8657 3.0001
H -0.3296 -8.6139 4.2400
H -0.6710 -7.0745 2.5567
C -3.9493 -2.6163 9.3364
C -3.1519 -3.8493 9.7194
O -3.0490 -3.9597 11.1364
H -3.4779 -1.7183 9.7382
H -4.0252 -2.5192 8.2516
H -4.9581 -2.6638 9.7540
H -2.1404 -3.7874 9.3188
H -3.6242 -4.7559 9.3263
H -3.9417 -4.0234 11.4893
C 1.4997 11.4413 1.4290
C 0.7027 10.1517 1.3600
O 0.6131 9.5559 2.6518
H 2.5026 11.2488 1.8127
H 1.5822 11.9049 0.4442
H 1.0259 12.1518 2.1109
H 1.1891 9.4369 0.6965
H -0.3091 10.3387 0.9850
H 0.1762 10.1877 3.2312
C -5.5996 -0.8349 2.1408
C -5.6560 0.6628 2.3653
O -4.7967 1.0356 3.4469
H -5.8984 -1.3680 3.0441
H -6.2579 -1.1324 1.3224
H -4.5794 -1.1510 1.9033
H -6.6659 0.9713 2.6193
H -5.3477 1.2037 1.4643
H -3.9035 0.7671 3.2097
C -7.3647 2.5906 6.3487
C -7.5214 1.1028 6.0949
O -7.5119 0.8251 4.6996
H -8.1692 3.1464 5.8644
H -7.3794 2.8098 7.4181
H -6.4239 2.9554 5.9297
H -8.4699 0.7450 6.4953
H -6.7107 0.5420 6.5725
H -6.6669 1.1338 4.3485
C 0.3149 5.9157 -2.7113
C -0.2994 4.6982 -3.3759
O -1.3797 5.0748 -4.2302
H -0.4356 6.4513 -2.1280
H 1.1356 5.6286 -2.0506
H 0.6971 6.6132 -3.4611
H -0.6984 4.0145 -2.6248
H 0.4501 4.1623 -3.9691
H -1.0285 5.6700 -4.9004
```

Output
Kohn-Sham gap	7.43	eV
F_max	3.09	eV Å⁻¹
E_LUMO	-0.53	eV


No. 2
6 unconnected molecules or ions with the total composition C50H102F8N8O at a distorted geometry. Source: OMol25; level of theory: ωB97M-V/def2-TZVPD.

Geometry as XYZ:
```
169
Properties=species:S:1:pos:R:3
H -2.0353 -1.8598 -5.2945
N -2.1531 -2.5492 -4.5146
C -2.6779 -1.9467 -3.3847
C -2.9988 -2.7383 -1.9758
C -1.7387 -2.8304 -0.9306
C -1.8145 -4.3613 -0.2624
N -1.8495 -5.5108 0.3784
C -2.0298 -1.7711 0.2869
C -1.4472 -0.2694 -0.0973
O -2.2787 0.8399 0.4040
C -1.4184 1.9328 0.8853
C -2.1075 3.4441 0.7032
F -2.9894 3.6490 1.8785
F -2.9471 3.5631 -0.5116
C -0.8682 4.5135 0.7885
F -1.4387 5.7540 1.4355
F 0.2455 4.0870 1.7031
C -0.2605 4.9980 -0.6540
F -1.0143 6.1539 -1.2686
F 1.1093 5.5611 -0.3568
C -0.0259 3.8058 -1.7523
F -0.2933 4.4256 -3.1047
F 1.4019 3.3900 -1.7534
C -0.2547 -2.7016 -1.6196
C -0.0508 -4.0743 -2.5532
N 0.1254 -5.2653 -3.0827
C 0.9965 -2.6923 -0.5312
C 2.3066 -1.8511 -1.0452
C 2.3954 -0.3059 -0.4975
C 2.9651 -0.1859 1.0634
C 1.7671 -0.1660 2.1929
C 2.3314 0.2298 3.7163
C 1.8116 1.7238 4.1998
H -2.9110 -0.7804 -3.4873
H -3.5168 -3.8000 -2.1511
H -3.8387 -2.0883 -1.4302
H -1.4087 -2.1242 1.2367
H -3.1519 -1.7405 0.6239
H -1.3486 -0.1216 -1.2776
H -0.4012 -0.1765 0.4357
H -0.3698 2.0012 0.3530
H -1.2022 1.7955 2.0512
H -0.7599 2.8985 -1.6756
H -0.1026 -1.7604 -2.2982
H 0.6856 -2.3626 0.5477
H 1.3405 -3.8322 -0.4459
H 3.3337 -2.3846 -0.8360
H 2.2106 -1.7796 -2.2323
H 3.2265 0.2317 -1.1626
H 1.4098 0.3267 -0.6686
H 3.4800 0.8897 1.1160
H 3.8291 -0.9539 1.2967
H 0.9715 0.6520 1.9166
H 1.2056 -1.1862 2.3284
H 3.4987 0.0847 3.7990
H 1.8605 -0.5474 4.4866
H 2.3384 2.5792 3.5985
H 0.6326 1.7819 4.0221
H 1.9763 1.7745 5.3625
C -3.1430 -7.3208 3.1941
C -2.5877 -8.5869 2.5503
N -1.8527 -9.4632 3.4692
C -1.1337 -10.5418 2.7832
C -1.9634 -11.5894 2.0477
C -2.5674 -9.8713 4.6813
C -3.8780 -10.6312 4.5044
H -2.3456 -6.7272 3.6537
H -3.6263 -6.6995 2.4325
H -3.8973 -7.5423 3.9551
H -1.9065 -8.2645 1.7519
H -3.4118 -9.1180 2.0600
H -0.4765 -11.0531 3.5002
H -0.4482 -10.0833 2.0578
H -2.4202 -12.3015 2.7392
H -1.3149 -12.1701 1.3818
H -2.7466 -11.1465 1.4295
H -2.7699 -8.9762 5.2812
H -1.8983 -10.4677 5.3155
H -4.5057 -10.2126 3.7133
H -4.4569 -10.5886 5.4342
H -3.7058 -11.6870 4.2894
C 1.0678 5.7868 -5.5949
C 1.5740 4.4495 -6.1253
N 0.7718 3.8864 -7.2169
C 1.1358 2.5037 -7.5438
C 2.5323 2.2532 -8.1039
C 0.5560 4.7578 -8.3748
C 1.7896 5.2595 -9.1188
H 0.0341 5.7076 -5.2417
H 1.6865 6.1082 -4.7502
H 1.1197 6.5761 -6.3508
H 1.5606 3.7476 -5.2812
H 2.6245 4.5659 -6.4160
H 0.3965 2.0894 -8.2431
H 1.0237 1.9003 -6.6329
H 2.6049 2.5456 -9.1542
H 2.7589 1.1817 -8.0598
H 3.3103 2.7707 -7.5394
H -0.0237 5.6293 -8.0484
H -0.1059 4.2544 -9.0916
H 2.5916 5.5718 -8.4447
H 1.5227 6.1292 -9.7300
H 2.1833 4.5045 -9.8010
C -5.6100 11.0214 1.1176
C -5.0547 9.7553 0.4738
N -4.3197 8.8790 1.3927
C -3.6007 7.8004 0.7068
C -4.4304 6.7528 -0.0287
C -5.0344 8.4709 2.6049
C -6.3451 7.7110 2.4280
H -4.8126 11.6150 1.5773
H -6.0933 11.6427 0.3560
H -6.3643 10.7999 1.8786
H -4.3735 10.0777 -0.3245
H -5.8789 9.2242 -0.0165
H -2.9436 7.2891 1.4238
H -2.9152 8.2589 -0.0186
H -4.8872 6.0407 0.6628
H -3.7820 6.1721 -0.6947
H -5.2136 7.1957 -0.6470
H -5.2370 9.3660 3.2047
H -4.3654 7.8745 3.2390
H -6.9727 8.1296 1.6368
H -6.9239 7.7536 3.3577
H -6.1729 6.6552 2.2129
C 4.0660 0.9869 -5.0615
C 5.2086 0.7816 -4.0725
N 5.6363 -0.6134 -3.9198
C 6.5630 -0.8114 -2.8004
C 7.9292 -0.1383 -2.8851
C 5.9999 -1.3152 -5.1534
C 7.1335 -0.7296 -5.9894
H 3.1867 0.3982 -4.7791
H 3.7725 2.0420 -5.0744
H 4.3525 0.7199 -6.0832
H 4.8566 1.1496 -3.0999
H 6.0432 1.4289 -4.3661
H 6.7104 -1.8879 -2.6374
H 6.0684 -0.4582 -1.8855
H 8.5997 -0.6692 -3.5650
H 8.4069 -0.1516 -1.8987
H 7.8643 0.9057 -3.1977
H 5.1083 -1.3841 -5.7877
H 6.2393 -2.3611 -4.9207
H 7.0781 0.3591 -6.0727
H 7.0886 -1.1353 -7.0065
H 8.1114 -0.9979 -5.5866
C -1.5189 -3.2454 5.5102
C -0.1625 -3.6038 6.1081
N 0.4770 -2.5168 6.8577
C 1.8695 -2.8068 7.2154
C 2.1270 -3.9610 8.1790
C -0.3222 -1.9138 7.9274
C -0.8020 -2.8286 9.0498
H -1.4417 -2.3810 4.8421
H -1.8995 -4.0887 4.9239
H -2.2641 -3.0267 6.2809
H 0.4896 -3.8841 5.2706
H -0.2806 -4.5028 6.7243
H 2.3366 -1.8987 7.6210
H 2.4212 -3.0113 6.2880
H 1.8944 -3.6857 9.2105
H 3.1899 -4.2275 8.1570
H 1.5639 -4.8592 7.9182
H -1.2005 -1.4374 7.4762
H 0.2336 -1.0767 8.3699
H -1.1670 -3.7916 8.6830
H -1.6301 -2.3508 9.5857
H -0.0160 -3.0116 9.7842
```

Output
Kohn-Sham gap	7.08	eV
F_max	12.56	eV Å⁻¹
E_LUMO	-0.81	eV
structure (SMILES)	[H]/N=C/C[C@](C#N)(CCOCC(F)(F)C(F)(F)C(F)(F)C(F)F)[C@H](C#N)CCCCCCC.CCN(CC)CC.CCN(CC)CC.CCN(CC)CC.CCN(CC)CC.CCN(CC)CC